The following is a DFT calculation (ωB97M-V/def2-TZVPD) of a cluster of 7 separate species, C54H116N6O7 in total in a non-equilibrium geometry.

Values from the calculation:
**Frontier orbital gap**: 8.422 eV
**HOMO**: -7.93 eV
**ΔE to the lowest compared entry with this formula, charge and spin**: 139.5 kJ/mol
**SMILES**: CC1(C)CCCC(C)(C)N1O.CC1(C)CCCC(C)(C)N1O.CC1(C)CCCC(C)(C)N1O.CC1(C)CCCC(C)(C)N1O.CC1(C)CCCC(C)(C)N1O.CC1(C)CCCC(C)(C)N1O.O

```
! RIJCOSX wB97M-V def2-TZVPD def2/J DEFGRID3
* xyz 0 1
C -0.613 -3.420 6.364
C -0.820 -1.915 6.059
C -0.534 -1.663 4.503
C -2.367 -1.748 6.258
C -2.885 -0.345 6.038
C -2.061 0.628 6.968
C -0.516 0.459 7.021
C 0.122 1.380 5.947
C -0.045 1.004 8.400
N -0.118 -0.955 6.924
O 1.203 -1.169 6.863
H -1.102 -4.006 5.585
H 0.451 -3.655 6.342
H -0.901 -3.689 7.380
H -0.845 -2.450 3.815
H -0.962 -0.789 4.011
H 0.547 -1.728 4.385
H -2.865 -2.449 5.587
H -2.602 -2.116 7.257
H -2.785 -0.190 4.964
H -3.966 -0.265 6.147
H -2.497 0.477 7.956
H -2.331 1.616 6.596
H -0.233 2.407 6.026
H -0.121 1.070 4.931
H 1.210 1.329 5.989
H -0.530 0.433 9.192
H -0.287 2.049 8.593
H 1.025 0.893 8.573
H 1.403 -0.794 6.002
C 0.722 1.716 -1.603
C -0.588 1.714 -2.601
C -1.902 1.343 -1.763
C -0.717 3.207 -2.945
C -1.721 3.477 -4.122
C -1.262 2.586 -5.268
C -1.065 1.063 -4.999
C -2.421 0.404 -4.891
C -0.273 0.412 -6.205
N -0.300 0.925 -3.766
O 0.130 -0.347 -3.493
H 0.530 2.321 -0.716
H 1.039 0.775 -1.154
H 1.578 2.200 -2.073
H -1.986 0.273 -1.577
H -1.703 1.784 -0.786
H -2.803 1.826 -2.141
H -1.127 3.798 -2.126
H 0.278 3.589 -3.173
H -2.680 3.159 -3.712
H -1.649 4.531 -4.390
H -0.328 3.024 -5.619
H -2.064 2.602 -6.006
H -2.401 -0.627 -4.540
H -2.883 0.348 -5.876
H -3.187 0.940 -4.330
H 0.045 -0.608 -5.988
H 0.612 0.931 -6.572
H -0.884 0.293 -7.100
H 0.912 -0.418 -4.045
C 3.092 -2.999 -4.628
C 4.192 -1.982 -4.219
C 4.180 -1.985 -2.678
C 5.630 -2.572 -4.504
C 6.083 -2.304 -5.987
C 5.873 -0.893 -6.377
C 4.519 -0.268 -6.105
C 4.686 1.295 -6.176
C 3.530 -0.614 -7.246
N 4.083 -0.639 -4.742
O 2.887 0.040 -4.398
H 3.171 -3.118 -5.708
H 3.267 -3.967 -4.157
H 2.097 -2.722 -4.280
H 4.372 -2.970 -2.254
H 4.981 -1.405 -2.221
H 3.253 -1.630 -2.227
H 6.408 -2.084 -3.917
H 5.703 -3.656 -4.415
H 7.149 -2.525 -6.025
H 5.573 -2.981 -6.672
H 5.983 -0.786 -7.456
H 6.685 -0.353 -5.891
H 5.411 1.687 -5.463
H 3.739 1.805 -5.996
H 5.086 1.630 -7.133
H 3.462 -1.688 -7.424
H 3.806 -0.193 -8.212
H 2.527 -0.254 -7.018
H 3.181 0.715 -3.782
C 4.507 1.613 3.692
C 4.001 1.205 2.184
C 3.205 2.416 1.644
C 5.155 1.049 1.246
C 5.946 -0.213 1.514
C 5.020 -1.402 1.296
C 3.679 -1.310 2.200
C 2.659 -2.282 1.526
C 4.015 -1.733 3.662
N 3.156 0.042 2.103
O 2.015 0.169 2.883
H 4.935 2.611 3.793
H 3.584 1.559 4.268
H 5.239 0.854 3.966
H 2.398 2.652 2.338
H 3.951 3.183 1.437
H 2.663 2.324 0.702
H 4.793 1.041 0.218
H 5.826 1.884 1.447
H 6.723 -0.177 0.751
H 6.407 -0.260 2.501
H 5.500 -2.373 1.416
H 4.734 -1.402 0.245
H 3.050 -3.288 1.374
H 2.409 -1.839 0.562
H 1.729 -2.413 2.079
H 4.596 -2.636 3.475
H 3.095 -2.010 4.178
H 4.632 -1.173 4.365
H 1.408 0.409 2.179
C -3.574 -2.192 -1.524
C -2.750 -3.250 -0.754
C -2.956 -3.013 0.799
C -3.265 -4.624 -1.152
C -2.398 -5.857 -0.759
C -1.026 -5.683 -1.454
C -0.370 -4.313 -1.055
C 0.151 -4.380 0.396
C 0.869 -4.155 -2.038
N -1.352 -3.197 -1.201
O -0.737 -1.985 -0.933
H -4.658 -2.221 -1.422
H -3.407 -1.210 -1.082
H -3.402 -2.156 -2.600
H -2.471 -2.086 1.105
H -4.008 -2.781 0.966
H -2.634 -3.854 1.413
H -4.195 -4.758 -0.600
H -3.429 -4.609 -2.230
H -2.254 -5.938 0.319
H -2.901 -6.736 -1.163
H -1.089 -5.584 -2.538
H -0.545 -6.626 -1.197
H -0.627 -4.818 1.021
H 0.326 -3.346 0.694
H 1.056 -4.958 0.585
H 1.422 -5.087 -2.154
H 1.619 -3.464 -1.652
H 0.663 -3.853 -3.065
H -0.657 -1.692 -1.843
C -4.172 6.360 0.658
C -5.488 5.540 0.882
C -6.712 6.517 1.005
C -5.791 4.713 -0.454
C -5.087 3.342 -0.582
C -5.223 2.523 0.689
C -4.759 3.329 1.958
C -5.088 2.424 3.228
C -3.245 3.412 1.998
N -5.497 4.618 2.005
O -5.180 5.239 3.209
H -3.281 5.852 0.289
H -4.393 7.197 -0.004
H -3.929 6.760 1.643
H -6.816 7.118 0.102
H -7.619 5.936 1.174
H -6.490 7.179 1.842
H -6.863 4.593 -0.609
H -5.468 5.286 -1.323
H -5.389 2.765 -1.456
H -4.015 3.502 -0.702
H -4.589 1.637 0.679
H -6.259 2.189 0.738
H -4.393 1.587 3.303
H -6.106 2.039 3.182
H -4.806 2.965 4.131
H -2.952 3.914 2.920
H -2.807 3.980 1.177
H -2.801 2.417 1.948
H -5.835 4.928 3.839
O -0.427 0.089 1.180
H -0.301 -0.755 0.746
H -1.133 0.508 0.689
*
```